(1)
C23H63F3HgN3O20S2Zn as an isolated structure in a non-equilibrium geometry, computed with ωB97M-V/def2-TZVPD.

Multiplicity: 2
Electronic energy, eV: -152699.5138
HOMO-LUMO gap (spin up / spin down), eV: 5.5 / 6.1

```
116
C23H63F3HgN3O20S2Zn | the Open Molecules 2025 dataset | ωB97M-V/def2-TZVPD
Hg 2.168 3.027 -1.242
Zn 2.154 -1.702 -2.616
S 4.395 0.393 -1.483
O 3.645 1.489 -0.957
O 5.328 -0.006 -0.445
O 3.511 -0.700 -1.790
O 5.151 0.773 -2.635
C -1.599 0.054 -0.828
F -1.965 -1.279 -1.122
F -1.716 0.683 -1.982
F -2.379 0.574 0.130
S 0.276 0.041 -0.417
O 0.356 -0.523 0.918
O 0.808 -0.877 -1.462
O 0.803 1.437 -0.468
C -3.121 -0.497 3.812
C -2.926 0.431 4.994
O -1.724 0.178 5.742
O -4.451 -0.716 3.287
H -2.704 -1.431 4.187
H -2.487 -0.024 3.061
H -3.844 0.309 5.568
H -2.888 1.477 4.690
H -0.916 0.523 5.357
H -4.708 -0.196 2.521
C -2.920 3.233 -5.394
C -1.878 2.186 -5.125
O -0.879 2.928 -4.359
O -3.880 3.201 -4.349
H -3.551 2.991 -6.248
H -2.542 4.255 -5.363
H -1.400 1.675 -5.961
H -2.387 1.353 -4.641
H -0.137 3.165 -4.920
H -3.355 2.957 -3.583
C 0.880 -0.250 -4.915
C 0.075 -1.518 -4.647
O 0.801 -2.448 -3.877
O 1.832 -0.089 -3.923
H 0.233 0.622 -5.015
H 1.516 -0.366 -5.793
H -0.305 -2.057 -5.515
H -0.784 -1.204 -4.053
H 0.672 -3.385 -4.038
H 1.962 0.847 -3.752
C 3.044 -4.218 -1.475
C 2.444 -5.652 -1.776
O 3.230 -6.731 -1.344
O 1.900 -3.299 -1.498
H 3.906 -4.027 -2.113
H 3.456 -4.374 -0.479
H 2.380 -5.727 -2.862
H 1.447 -5.644 -1.336
H 2.615 -7.290 -0.864
H 1.457 -3.371 -0.649
C 0.048 2.468 3.056
C -0.951 3.649 3.291
O -0.425 4.914 2.884
O -0.477 1.122 2.879
H 0.827 2.351 3.811
H 0.534 2.723 2.114
H -1.291 3.661 4.327
H -1.927 3.531 2.819
H 0.454 4.922 2.499
H -0.121 0.667 2.113
C -1.526 -3.686 2.462
C -0.752 -4.391 1.297
C -1.637 -4.651 0.023
O -2.907 -5.159 0.421
C -3.589 -5.779 -0.680
N 0.377 -3.464 1.016
H -0.844 -3.468 3.284
H -2.365 -4.277 2.829
H -1.946 -2.739 2.123
H -0.333 -5.339 1.635
H -1.146 -5.432 -0.559
H -1.934 -3.779 -0.560
H -4.632 -5.468 -0.622
H -3.681 -6.839 -0.443
H -3.414 -5.380 -1.679
H -0.016 -2.534 1.028
H 1.052 -3.459 1.768
C 1.879 -1.127 3.660
C 2.910 -0.048 3.288
C 4.298 -0.239 3.971
O 5.046 0.904 3.888
C 6.059 1.063 4.838
N 3.105 0.017 1.884
H 1.011 -0.528 3.933
H 2.040 -1.748 4.541
H 1.622 -1.839 2.876
H 2.514 0.899 3.655
H 4.827 -1.054 3.478
H 4.186 -0.589 4.998
H 5.507 1.197 5.767
H 6.708 1.910 4.613
H 6.681 0.174 4.942
H 3.378 -0.904 1.570
H 2.143 0.045 1.578
C -0.468 6.123 -0.921
C -0.877 4.711 -1.104
C -2.392 4.668 -1.564
O -2.786 3.211 -1.585
C -4.193 2.956 -1.410
N 0.139 4.060 -1.915
H -0.338 6.697 -1.838
H 0.419 6.304 -0.314
H -1.291 6.691 -0.488
H -0.755 4.220 -0.138
H -2.591 5.210 -2.488
H -3.086 5.096 -0.840
H -4.485 2.730 -0.384
H -4.432 2.036 -1.945
H -4.855 3.734 -1.789
H 0.212 4.723 -2.673
H -0.513 3.332 -2.173
```

(2)
C19H17AlClN2O8S2 as an isolated structure in a non-equilibrium geometry, computed with ωB97M-V/def2-TZVPD.

Relative energy (zero: lowest compared OMol25 entry of this formula, charge and spin), eV: 7.021
Total charge: -1
Electronic energy, eV: -80123.7613
HOMO-LUMO gap, eV: 7.4

```
50
C19H17AlClN2O8S2 | the Open Molecules 2025 dataset | ωB97M-V/def2-TZVPD
Al 0.240 0.688 -0.687
C -2.178 -2.219 -1.269
C -2.918 0.625 -0.834
C -5.084 1.169 -1.501
C -4.847 2.235 -2.262
C -3.583 2.815 -2.761
C -3.595 3.619 -3.891
C -2.396 4.115 -4.395
C -1.197 3.804 -3.782
C -1.148 3.003 -2.632
S 0.377 2.720 -1.823
C -2.368 2.537 -2.131
N -2.318 1.666 -1.029
H -2.728 -2.970 -0.729
H 0.521 -3.587 -0.239
H -1.513 -2.390 -2.094
H -6.092 0.858 -1.272
H -5.752 2.722 -2.608
H -4.534 3.838 -4.385
H -2.398 4.740 -5.280
H -0.267 4.184 -4.186
C 2.939 -2.761 5.509
C 2.857 -1.879 4.293
C 1.624 -1.620 3.696
C 1.525 -0.819 2.574
C 2.684 -0.261 2.044
C 3.919 -0.498 2.621
C 3.998 -1.309 3.744
S 2.586 0.720 0.573
O 1.448 1.650 0.728
O 3.897 1.270 0.374
N 2.006 -0.152 -0.609
C 2.709 -1.364 -0.986
C 2.132 -2.594 -0.313
O 2.694 -3.236 0.539
O 0.917 -2.891 -0.784
H 2.472 -3.728 5.320
H 2.420 -2.308 6.356
H 3.974 -2.935 5.802
H 0.724 -2.061 4.109
H 0.562 -0.637 2.106
H 4.803 -0.050 2.188
H 4.964 -1.503 4.196
H 3.759 -1.314 -0.690
H 2.652 -1.483 -2.069
O -2.766 -1.321 0.815
Cl -1.905 -0.899 -0.371
O -4.201 0.276 -0.908
O -0.786 -0.091 0.605
O -0.828 -0.373 -1.672
```

(3)
C18H25AsF6N6O6RhS3 as an isolated structure in a non-equilibrium geometry, computed with ωB97M-V/def2-TZVPD.

Relative energy (zero: lowest compared OMol25 entry of this formula, charge and spin), eV: 2.678
Total charge: +3
Electronic energy, eV: -152922.1249
HOMO-LUMO gap (spin up / spin down), eV: 6.3 / 6.3

```
66
C18H25AsF6N6O6RhS3 | the Open Molecules 2025 dataset | ωB97M-V/def2-TZVPD
Rh 0.180 -0.282 -0.684
N -3.214 0.387 4.716
C -2.724 0.632 3.497
O -3.268 1.332 2.661
C -1.394 -0.011 3.131
C -0.573 -0.803 3.919
C 0.605 -1.307 3.375
C 0.924 -1.026 2.067
N 0.130 -0.238 1.313
C -1.005 0.237 1.829
H -4.100 0.800 4.966
H -2.763 -0.196 5.397
H -0.820 -1.044 4.944
H 1.268 -1.932 3.956
H 1.807 -1.435 1.602
H -1.650 0.856 1.222
F 0.070 -1.816 -3.027
C -1.083 -2.514 -2.810
F -2.051 -1.871 -3.430
F -0.962 -3.729 -3.246
S -1.380 -2.442 -0.966
O 0.018 -2.345 -0.406
O -1.915 -1.060 -0.837
N -2.274 -3.514 -0.474
S -1.769 -5.061 -0.085
O -0.541 -5.320 -0.757
O -2.904 -5.894 -0.143
C -1.337 -4.806 1.734
F -0.038 -5.004 1.898
F -2.024 -5.643 2.467
F -1.613 -3.548 2.120
C 3.557 -2.511 -0.398
C 3.777 -1.040 -0.056
As 2.550 0.142 -0.978
C 2.965 1.990 -0.538
C 4.429 2.199 -0.154
C 2.767 -0.139 -2.886
C 4.217 0.113 -3.310
H 4.282 -3.118 0.143
H 3.702 -2.703 -1.461
H 2.559 -2.860 -0.127
H 4.760 -0.684 -0.377
H 3.707 -0.834 1.013
H 2.303 2.277 0.280
H 2.678 2.571 -1.418
H 4.673 1.712 0.789
H 4.608 3.266 -0.027
H 5.119 1.845 -0.919
H 2.076 0.539 -3.391
H 2.457 -1.162 -3.102
H 4.541 1.130 -3.091
H 4.285 -0.023 -4.389
H 4.907 -0.592 -2.848
S -2.605 2.140 -1.936
C -3.210 3.677 -1.296
N -4.428 4.072 -1.728
C -4.936 5.266 -1.347
C -4.211 6.048 -0.484
C -2.996 5.540 -0.034
N -2.499 4.371 -0.458
H -4.992 3.478 -2.331
H -5.909 5.527 -1.740
H -4.583 7.009 -0.161
H -2.392 6.082 0.683
O -1.421 1.868 -0.709
N -0.334 1.399 -1.160
```

(4)
A 2-piece molecular cluster, C3H8IN2O overall in a non-equilibrium geometry, computed with ωB97M-V/def2-TZVPD.

Relative energy (zero: lowest compared OMol25 entry of this formula, charge and spin), eV: 1.073
Total charge: +1
Electronic energy, eV: -16361.1130
HOMO-LUMO gap (spin up / spin down), eV: 8.2 / 5.9

```
15
C3H8IN2O | the Open Molecules 2025 dataset | ωB97M-V/def2-TZVPD
C -0.573 0.273 0.630
C 1.822 0.058 -0.300
C 0.321 0.289 -0.462
N -0.140 0.319 1.884
N -0.316 0.197 -1.636
O -1.869 0.149 0.271
I -1.868 -2.948 -1.551
H 2.031 0.608 0.632
H 2.024 -0.930 0.001
H 2.368 0.603 -1.050
H 0.779 0.542 2.076
H -0.875 0.248 2.569
H 0.155 0.198 -2.490
H -1.383 0.104 -1.611
H -2.476 0.288 1.037
```

Which value of electronic energy does entry 3 give?
-152922.1249 eV

What is the formula in the second record?
C19H17AlClN2O8S2